# C62H63AlCl2NOP2Si

A molecular structure, C62H63AlCl2NOP2Si (ωB97M-V/def2-TZVPD, OMol25).

Results
Lowest unoccupied orbital energy   -0.085 Ha
Charge   +1
Energy above the lowest of the compared OMol25 structures with the same formula, charge and spin   0.0 kcal per mole
E_HOMO   -10.48 eV
HOMO-LUMO gap   0.29996 hartree

Structure (XYZ):
```
133
Properties=species:S:1:pos:R:3:lowdin_charge:R:1
Al 0.20434 -0.12957 0.23892 0.165
C 0.03275 0.26361 2.15271 -0.289
Si 1.62200 0.81279 2.84459 0.606
C 2.81873 0.00438 1.64156 -0.187
N 2.37634 0.03557 0.21057 -0.194
C 2.89464 1.28027 -0.46457 -0.188
C 4.22574 1.10408 -1.19461 -0.158
C 5.16969 0.13786 -0.50018 -0.176
C 4.49041 -1.23053 -0.35227 -0.151
C 2.96887 -1.15477 -0.47402 -0.180
C 1.77051 2.67016 2.96557 -0.259
C 2.99848 3.32948 2.86333 -0.096
C 3.10962 4.69043 3.11052 -0.077
C 1.99032 5.42037 3.48389 -0.078
C 0.76259 4.78465 3.60937 -0.088
C 0.65541 3.42436 3.34516 -0.107
C 2.01797 0.10972 4.52722 -0.227
C 2.14350 0.92397 5.65456 -0.082
C 2.39994 0.37960 6.90697 -0.078
C 2.53738 -0.99105 7.05284 -0.083
C 2.41324 -1.82106 5.94676 -0.082
C 2.15431 -1.27280 4.70058 -0.099
H -0.79198 0.90116 2.46612 -0.005
H -0.14760 -0.73384 2.56487 0.038
H 2.82732 -1.04709 1.94161 0.095
H 3.84913 0.34985 1.72855 0.092
H 2.97315 2.04682 0.30770 0.095
H 2.15057 1.63369 -1.17439 0.034
H 4.67616 2.09257 -1.30176 0.125
H 4.03818 0.74582 -2.20814 0.091
H 5.45423 0.53379 0.47657 0.104
H 6.09486 0.04832 -1.06929 0.114
H 4.76978 -1.68676 0.59819 0.111
H 4.83245 -1.91647 -1.13067 0.118
H 2.50109 -2.04455 -0.05746 0.098
H 2.66132 -1.10693 -1.51302 0.085
H 3.89228 2.77372 2.60205 0.104
H 4.07031 5.18033 3.02188 0.108
H 2.07687 6.47918 3.68697 0.107
H -0.11167 5.34629 3.91529 0.107
H -0.31242 2.94825 3.45226 0.094
H 2.04779 1.99826 5.55865 0.097
H 2.49542 1.02763 7.76801 0.105
H 2.74070 -1.41499 8.02708 0.105
H 2.51715 -2.89227 6.05749 0.104
H 2.04507 -1.94363 3.85497 0.092
O -2.80543 0.18024 -2.45749 -0.019
C -2.49900 0.29489 -3.78452 -0.245
C -3.41029 0.60783 -4.79018 -0.014
C -2.99130 0.64975 -6.11037 -0.054
C -1.66998 0.39578 -6.44480 -0.061
C -0.76082 0.17545 -5.42848 -0.071
C -1.15270 0.15069 -4.09171 -0.278
P 0.21306 0.11713 -2.85295 1.140
C 1.02193 -1.42822 -3.42974 -0.361
C 2.31901 -1.61924 -3.89491 -0.100
C 2.74198 -2.86812 -4.33478 -0.066
C 1.87229 -3.94477 -4.32106 -0.071
C 0.57974 -3.77081 -3.84418 -0.074
C 0.16316 -2.53042 -3.39654 -0.102
C 1.04374 1.62559 -3.50382 -0.371
C 2.30050 1.75756 -4.07972 -0.091
C 2.74488 2.99206 -4.54673 -0.063
C 1.93406 4.10752 -4.46177 -0.081
C 0.66209 3.98456 -3.91439 -0.094
C 0.22709 2.76241 -3.44177 -0.156
C -4.04594 -0.05874 -1.92842 -0.242
C -5.18182 -0.41458 -2.65158 -0.013
C -6.39497 -0.55219 -1.99521 -0.055
C -6.49612 -0.34726 -0.62705 -0.062
C -5.34382 -0.07858 0.08601 -0.076
C -4.10620 0.03637 -0.54554 -0.297
P -2.61889 0.16667 0.51271 1.126
C -2.95337 -1.28395 1.60144 -0.330
C -3.46084 -2.41977 0.96492 -0.096
C -3.74212 -3.57260 1.67802 -0.082
C -3.50565 -3.62468 3.04407 -0.085
C -2.96469 -2.52137 3.68180 -0.064
C -2.68531 -1.36398 2.96618 -0.096
C -3.05229 1.72857 1.38390 -0.359
C -3.23163 2.82535 0.53556 -0.137
C -3.50611 4.08266 1.04072 -0.077
C -3.61282 4.27435 2.41417 -0.077
C -3.46059 3.19327 3.26374 -0.074
C -3.18319 1.92840 2.75258 -0.089
H -4.43444 0.86359 -4.56915 0.106
H -3.71460 0.88836 -6.87814 0.113
H -1.34545 0.41131 -7.47536 0.110
H 0.28732 0.04409 -5.67110 0.117
H 3.03903 -0.81693 -3.89959 0.075
H 3.75397 -2.98895 -4.69662 0.109
H 2.19666 -4.91206 -4.67844 0.109
H -0.10811 -4.60487 -3.82247 0.105
H -0.84738 -2.41772 -3.02156 0.110
H 2.95766 0.91407 -4.19311 0.070
H 3.72767 3.06700 -4.99273 0.111
H 2.28125 5.06353 -4.82832 0.110
H 0.00562 4.84382 -3.86754 0.111
H -0.77812 2.68072 -3.04515 0.091
H -5.14625 -0.62876 -3.70733 0.103
H -7.26808 -0.82219 -2.57356 0.113
H -7.44717 -0.43496 -0.12234 0.110
H -5.39190 0.01191 1.16441 0.121
H -3.65295 -2.40603 -0.10032 0.113
H -4.15508 -4.43033 1.16353 0.109
H -3.73600 -4.52101 3.60414 0.110
H -2.75339 -2.55163 4.74229 0.110
H -2.23139 -0.54334 3.49487 0.077
H -3.16489 2.68982 -0.53823 0.100
H -3.65436 4.91287 0.36255 0.108
H -3.83145 5.25544 2.81275 0.107
H -3.56670 3.32072 4.33265 0.110
H -3.09606 1.10784 3.44655 0.085
Cl -0.07832 2.61312 -0.30661 0.674
C 0.30184 4.37426 -0.14093 -0.861
Cl 1.88022 4.77868 -0.76634 0.622
H 0.24705 4.60362 0.91707 0.012
H -0.46566 4.85944 -0.73430 0.037
C -0.06317 -4.97533 1.84484 -0.032
C 0.12021 -4.66641 0.35466 -0.606
C -0.97682 -5.35707 -0.46232 -0.031
C 1.49771 -5.14934 -0.11587 -0.040
C 0.04007 -3.20884 0.15626 -0.068
C 0.01645 -2.01314 -0.04300 -0.048
H -0.02024 -6.05310 2.01046 0.091
H -1.02435 -4.60552 2.20013 0.066
H 0.72391 -4.50558 2.43609 0.084
H -0.91462 -6.43736 -0.32285 0.092
H -0.86302 -5.14050 -1.52354 0.069
H -1.96520 -5.02225 -0.14700 0.070
H 1.57705 -6.22907 0.01524 0.090
H 2.29303 -4.67766 0.46360 0.083
H 1.65387 -4.91269 -1.16937 0.076
```